(1)
Computed, not measured: 13 unconnected molecules or ions with the total composition C3H30N2O14 in a non-equilibrium geometry, with ωB97M-V/def2-TZVPD.

orbital gap	10.47	eV
charge	0
highest occupied orbital energy	-10.52	eV

```
49
C3H30N2O14 (ωB97M-V/def2-TZVPD)
O 0.256 -1.321 -2.697
C -0.261 -0.501 -1.948
N -0.876 0.715 -2.400
C -1.313 1.752 -1.574
O -1.587 2.837 -2.018
C 0.008 -0.506 -0.473
N 1.116 -1.437 -0.136
H -0.756 0.866 -3.497
H -1.469 1.330 -0.483
H 0.116 0.533 -0.059
H -0.761 -1.085 0.159
H 2.011 -1.089 -0.081
H 0.965 -2.244 -0.709
H -2.766 0.338 1.260
H -2.659 1.876 1.508
O -2.549 1.019 1.917
H 0.869 3.197 3.110
H 2.217 3.787 3.185
O 1.478 3.864 2.654
H -2.626 -0.605 3.460
H -3.799 0.239 3.272
O -3.536 -0.651 3.560
H 3.823 1.437 -0.368
H 2.274 1.731 -0.056
O 2.937 1.226 -0.612
H -1.893 -3.086 0.962
H -1.524 -3.294 -0.438
O -2.329 -2.984 0.037
H -3.981 -0.318 -0.219
H -2.955 -1.488 -0.288
O -3.049 -0.474 -0.247
H 0.580 4.153 -0.218
H 1.314 3.381 0.976
O 0.846 3.250 0.134
H 0.829 0.488 3.140
H -0.245 1.545 3.182
O 0.650 1.465 3.515
H 1.710 -1.456 2.823
H 0.848 -1.341 1.587
O 0.793 -1.194 2.606
H 4.715 -1.636 -1.607
H 3.977 -0.943 -0.496
O 4.785 -1.499 -0.668
H 0.554 -3.076 -2.359
H 1.060 -4.566 -2.047
O 0.447 -3.883 -1.965
H 0.677 -0.070 -5.299
H -0.620 -0.381 -4.633
O -0.302 0.099 -5.448
```


(2)
Computed, not measured: 2 unconnected molecules or ions with the total composition C2H6N3O2 in a non-equilibrium geometry, with ωB97M-V/def2-TZVPD.

orbital gap	6.83	eV
charge	-1
highest occupied orbital energy	-3.08	eV

```
13
C2H6N3O2 (ωB97M-V/def2-TZVPD)
C -0.133 0.323 2.280
C 1.308 -0.867 -2.776
N -2.095 0.001 1.256
N -1.051 0.721 1.377
N 0.324 -0.437 -2.103
O 0.656 0.685 -1.225
O -2.870 0.314 0.220
H -0.508 0.015 3.295
H 0.394 -0.551 1.874
H 0.642 1.203 2.456
H 1.149 -1.787 -3.235
H -0.151 0.805 -0.619
H 2.335 -0.425 -2.801
```


(3)
Computed, not measured: a gas-phase ion, C6H14NO (charge -1) in a non-equilibrium geometry, with ωB97M-V/def2-TZVPD.

SMILES string	CCN(C)[C@H](C)C[O-]
orbital gap	5.92	eV
charge	-1
highest occupied orbital energy	-2.19	eV

```
22
C6H14NO (ωB97M-V/def2-TZVPD)
C 1.946 0.231 1.896
C 0.489 0.468 1.469
N 0.149 -0.276 0.276
C -0.529 -1.537 0.575
C -0.314 0.580 -0.870
C -1.820 0.703 -1.032
C 0.238 -0.035 -2.205
O -0.130 0.720 -3.272
H 2.126 -0.841 1.863
H 2.666 0.710 1.236
H 2.128 0.578 2.922
H -0.155 0.225 2.325
H 0.380 1.542 1.318
H -0.053 -2.316 -0.011
H -0.475 -1.765 1.639
H -1.593 -1.505 0.314
H 0.256 1.500 -0.768
H -2.268 1.352 -0.277
H -1.940 1.125 -2.030
H -2.284 -0.278 -1.038
H -0.161 -1.076 -2.288
H 1.342 -0.108 -2.042
```